116
Properties=species:S:1:pos:R:3:forces:R:3:mulliken_charge:R:1 method="wB97M-V/def2-TZVPD" orbital_gap_ev=5.8 e_lumo_ev=0.11 e_homo_ev=-5.68 energy_ha=-5871.2608
Cd 0.428 0.388 0.530 -1.5 -4.8 -0.4 3.449
Ge -1.777 -2.147 -1.330 -0.3 -0.4 -0.3 1.475
P -0.740 -1.027 2.147 -1.1 -1.2 2.2 0.621
P 1.071 -0.209 -1.894 1.1 -1.0 -1.7 1.608
P -1.812 1.064 -0.266 -2.0 1.8 -0.6 1.842
F -0.001 1.946 1.707 -0.9 1.1 4.0 -0.822
F -3.063 -3.098 -2.064 -0.4 -0.8 -0.3 -0.535
N 4.835 2.548 0.379 -1.0 -0.1 -0.2 -0.691
N 5.833 0.623 1.235 0.3 1.2 1.1 -0.204
N 2.282 1.316 0.481 6.4 2.6 0.5 0.698
C 5.336 -1.188 -0.281 -0.6 -0.9 -0.3 -0.423
C -2.004 -3.068 0.444 0.3 0.5 1.5 -0.909
C 0.858 0.509 -4.652 0.2 0.6 0.0 -1.111
C 2.924 -1.106 4.111 -0.4 -0.3 -0.3 -0.800
C -5.799 1.476 2.122 0.4 0.0 -0.2 -0.589
C 2.930 -1.416 -0.190 1.7 -2.9 -2.8 -1.217
C 3.703 3.175 -0.024 1.4 -1.3 0.5 -0.474
C 4.195 -1.737 0.307 1.0 -0.6 -1.4 -0.333
C -1.122 2.792 -0.321 -1.0 0.9 -0.8 1.026
C 0.871 -1.908 -2.644 -0.5 -0.5 -0.3 -0.009
C 1.724 -0.695 3.523 0.2 -0.6 0.2 -0.311
C -1.280 0.899 4.155 -0.4 -0.2 0.3 -0.230
C -1.765 -0.249 3.504 -0.3 -0.6 0.4 0.562
C -1.623 -2.622 1.764 -0.2 -0.4 -0.4 0.570
C -2.600 -4.351 0.351 0.2 0.4 0.1 -0.355
C 0.703 -4.489 -3.757 -0.1 0.3 0.1 -0.798
C -2.029 1.530 5.151 -0.2 -0.5 -0.3 -1.019
C -1.305 5.208 -0.566 0.5 -0.1 0.1 -1.325
C -2.398 -0.600 -2.395 -0.1 1.3 0.3 -0.075
C 1.196 -2.995 3.005 0.4 0.6 0.3 -0.709
C -2.816 -0.883 -3.713 0.0 0.1 0.2 -0.430
C 2.396 -3.401 3.593 0.0 0.6 0.0 -0.891
C -5.597 0.407 1.248 0.4 0.3 0.1 -0.868
C -4.804 2.442 2.284 0.1 -0.5 -0.4 -1.012
C -2.437 0.736 -1.949 -0.1 0.0 -0.6 0.623
C 0.829 -1.632 2.979 -0.2 -0.6 0.4 0.673
C -3.046 -0.723 3.854 0.2 0.7 0.3 -0.295
C 1.823 2.175 -3.182 -0.2 -0.1 -0.5 -0.252
C 5.211 -0.317 -1.366 -0.6 -0.3 -0.4 -1.020
C 3.258 -2.459 4.151 -0.2 0.0 -0.1 -0.723
C -3.607 2.344 1.567 -0.4 -0.5 0.1 -0.633
C -4.403 0.306 0.530 -0.1 0.4 0.4 -0.492
C -2.844 -5.143 1.470 0.2 0.3 -0.1 -0.916
C 0.993 1.391 -5.729 0.1 0.2 0.5 -0.828
C 3.945 0.008 -1.866 0.2 -0.7 0.5 0.045
C 1.546 2.660 -5.534 -0.1 -0.3 0.3 -0.740
C -1.901 3.943 -0.550 0.8 -0.4 0.1 0.290
C 1.960 3.052 -4.260 -0.2 -0.5 0.0 -1.180
C -1.885 -3.456 2.874 0.0 0.0 -0.6 -0.218
C 0.846 4.206 -0.106 -3.2 4.1 0.3 -1.344
C 2.457 2.575 0.027 5.2 -2.5 0.0 -0.299
C -0.316 -4.020 -2.929 0.5 0.2 -0.1 -0.452
C 4.678 1.293 0.836 -0.4 1.4 -0.2 0.166
C -3.401 1.280 0.670 0.0 0.1 0.2 0.456
C 2.791 -0.541 -1.278 0.2 -0.2 -1.0 0.176
C -0.250 -2.736 -2.368 1.1 0.1 -0.1 -0.093
C -3.281 0.124 -4.555 0.2 -0.1 0.4 -0.851
C 0.068 5.339 -0.349 -0.9 -0.3 0.0 -1.202
C 0.253 2.941 -0.088 -5.2 1.2 -0.7 -0.334
C 1.886 -2.402 -3.487 -0.5 -0.3 0.1 -0.173
C 3.421 0.691 0.872 -1.4 1.3 1.8 -1.252
C 1.799 -3.679 -4.040 -0.3 0.3 0.3 -0.967
C 1.284 0.892 -3.369 0.2 -0.3 -0.1 0.210
C -2.493 -4.694 2.729 0.0 0.1 0.0 -0.935
C -3.333 1.435 -4.101 0.1 -0.1 0.4 -0.863
C -3.282 1.034 5.504 0.1 -0.2 -0.2 -0.571
C -3.793 -0.088 4.852 0.5 0.3 -0.2 -0.964
C -2.912 1.743 -2.810 0.0 -0.8 -0.5 -0.690
H -0.329 1.327 3.892 0.1 0.0 -0.2 0.283
H 0.411 -0.458 -4.827 0.0 -0.1 0.1 0.442
H 0.527 6.319 -0.361 0.0 0.0 0.0 0.471
H 0.869 2.072 0.106 -2.6 1.8 -1.2 0.102
H -2.785 -1.892 -4.101 0.0 -0.1 0.2 0.487
H -3.863 1.526 6.273 0.0 0.0 0.0 0.393
H 1.648 3.342 -6.368 0.0 0.0 0.0 0.396
H -3.495 -1.568 3.360 0.1 -0.2 -0.1 0.432
H 2.382 4.036 -4.104 0.0 0.0 0.0 0.501
H 1.517 0.360 3.485 -0.2 0.3 -0.1 -0.061
H 3.602 -0.372 4.527 0.0 0.1 0.0 0.525
H -4.956 3.263 2.972 0.0 0.0 0.0 0.413
H 6.097 0.103 -1.825 0.0 0.1 0.0 0.419
H 4.190 -2.776 4.601 0.0 0.0 0.0 0.384
H 1.909 4.307 0.070 -1.1 1.9 0.3 0.359
H 5.750 0.262 2.178 0.2 -0.1 -0.1 0.276
H 1.430 -1.047 0.665 -2.3 1.2 1.3 -1.636
H 2.663 -4.451 3.607 0.0 0.0 0.0 0.414
H 2.141 2.493 -2.198 0.0 -0.1 -0.2 1.087
H -6.364 -0.348 1.130 0.0 0.0 0.0 0.438
H -3.693 2.219 -4.755 0.0 0.0 0.0 0.425
H 4.290 -2.417 1.144 -0.1 -0.1 0.1 0.480
H -4.774 -0.463 5.113 0.0 0.0 0.0 0.419
H -2.969 3.875 -0.698 -0.1 -0.1 0.0 0.651
H -2.848 3.092 1.735 0.2 0.0 -0.1 0.497
H -3.601 -0.114 -5.561 0.0 -0.1 0.0 0.420
H -1.910 6.087 -0.742 0.0 0.0 0.0 0.444
H 6.316 -1.441 0.101 -0.1 -0.1 -0.2 0.328
H 2.053 -1.856 0.269 1.2 -1.4 -1.0 1.748
H 3.829 4.186 -0.395 0.0 0.0 0.0 0.571
H 2.751 -1.796 -3.720 0.0 0.1 0.1 0.488
H -1.601 -3.144 3.871 0.1 0.2 -0.1 0.673
H -1.638 2.411 5.644 0.0 0.0 0.0 0.430
H -6.723 1.552 2.681 0.0 0.0 0.0 0.409
H 6.601 1.286 1.152 0.0 -0.2 0.3 0.263
H -1.168 -4.660 -2.740 -0.1 0.1 0.1 0.396
H -4.260 -0.536 -0.133 0.0 0.0 -0.1 0.329
H 3.888 0.670 -2.714 -0.2 0.1 -0.1 0.591
H -2.679 -5.313 3.598 0.0 0.0 0.0 0.437
H -2.959 2.770 -2.521 0.1 0.4 0.3 0.382
H 2.587 -4.042 -4.688 0.0 0.0 0.0 0.425
H 0.636 -5.479 -4.190 0.0 0.0 0.0 0.405
H 0.663 1.094 -6.716 0.0 0.0 0.0 0.457
H 3.298 -0.329 1.218 0.0 1.7 1.0 0.544
H -3.307 -6.115 1.354 0.0 0.0 -0.1 0.418
H 0.586 -3.762 2.561 -0.3 0.0 -0.1 0.342
H -2.890 -4.778 -0.595 0.0 0.3 -0.2 0.398
H 1.562 3.094 -0.299 5.8 -2.9 -1.5 0.439



45
Properties=species:S:1:pos:R:3:forces:R:3:nbo_charge:R:1 method="wB97M-V/def2-TZVPD" orbital_gap_ev="7.8 / 7.7" e_lumo_ev="-5.66 / -5.84" charge=+2 e_homo_ev="-13.45 / -13.51" s2=0.82 multiplicity=2 energy_ha=-4663.3303
Br -3.334 -0.325 -4.047 0.0 0.0 0.0 0.155
V -0.455 -0.376 0.946 -0.5 0.2 0.2 1.205
O -0.895 0.226 2.667 -0.6 0.5 0.0 -0.424
O -3.013 0.853 2.129 0.7 0.0 -0.2 -0.459
N -1.119 1.657 0.965 0.0 -0.3 0.3 -0.463
N 0.155 2.982 -1.020 0.0 0.0 0.0 -0.653
N -1.784 0.920 1.931 0.5 -0.8 -0.1 0.474
N -2.919 3.160 0.820 0.1 0.0 0.0 -0.759
N 2.029 -3.846 1.370 0.0 0.0 0.0 -0.765
N -2.093 -0.955 -0.201 0.0 0.1 0.0 -0.502
N 3.597 0.137 -0.183 0.1 0.0 0.0 -0.369
N 2.578 -1.749 0.650 0.0 0.0 0.0 -0.599
N 1.287 0.143 0.149 0.1 0.1 -0.1 -0.832
N 0.353 -2.239 1.200 0.0 0.0 0.0 -0.801
N -1.166 3.278 -0.661 0.0 -0.1 0.1 -0.421
C 1.592 -2.612 1.081 0.0 0.0 0.0 0.674
C -2.174 -0.594 -1.490 0.0 0.0 0.0 0.021
C -4.268 -1.907 -0.341 0.0 0.0 0.0 -0.211
C -1.757 2.673 0.399 -0.2 0.3 -0.2 0.640
C -3.124 -1.597 0.367 0.0 0.0 0.0 0.063
C 2.459 -0.449 0.194 -0.2 0.1 0.0 0.681
C -3.290 -0.869 -2.254 0.0 0.0 0.0 -0.119
C -4.358 -1.540 -1.674 0.0 0.0 0.0 -0.141
C 3.561 1.537 -0.603 0.0 0.0 0.0 -0.420
C 4.880 -0.572 -0.179 0.0 0.0 0.0 -0.437
H 4.839 -1.467 -0.803 0.0 0.0 0.0 0.219
H -3.452 2.622 1.492 0.0 0.0 0.0 0.457
H -1.322 -0.075 -1.912 0.0 0.0 0.0 0.220
H 0.755 3.761 -0.761 0.0 0.0 0.0 0.375
H 5.196 -0.825 0.836 0.0 0.0 0.0 0.219
H 1.305 1.093 -0.212 0.0 0.0 0.0 0.426
H -3.031 -1.844 1.418 0.0 0.0 0.0 0.228
H 3.519 -2.100 0.719 0.0 0.0 0.0 0.428
H 0.190 2.874 -2.027 0.0 0.0 0.0 0.379
H 2.971 -4.147 1.190 0.0 0.0 0.0 0.420
H 2.998 1.652 -1.532 0.0 0.0 0.0 0.212
H 3.124 2.162 0.177 0.0 0.0 0.0 0.219
H -5.080 -2.423 0.149 0.0 0.0 0.0 0.259
H 4.576 1.875 -0.777 0.0 0.0 0.0 0.245
H -0.239 -3.008 1.493 0.0 0.0 0.0 0.396
H 1.404 -4.526 1.768 0.0 0.0 0.0 0.429
H -3.315 3.993 0.418 0.0 0.0 0.0 0.422
H 5.636 0.079 -0.601 0.0 0.0 0.0 0.254
H -5.241 -1.767 -2.255 0.0 0.0 0.0 0.261
H -1.575 4.138 -0.996 0.0 0.0 0.0 0.397



59
Properties=species:S:1:pos:R:3:forces:R:3:nbo_charge:R:1 method="wB97M-V/def2-TZVPD" orbital_gap_ev=8.2 e_lumo_ev=-0.13 e_homo_ev=-8.35 energy_ha=-1190.2300
O 30.190 -6.378 -5.890 -0.7 -1.1 -0.1 -0.765
O 28.750 -9.485 -10.239 -4.6 4.7 -1.7 -0.782
O 33.178 -2.210 -7.232 2.1 -1.2 -1.6 -0.708
O 31.088 -8.999 -5.063 0.0 -1.0 1.0 -0.730
O 27.174 -10.339 -6.397 -0.1 1.0 0.0 -0.708
O 28.907 -4.429 -7.639 0.1 -1.1 1.2 -0.743
O 29.826 -3.574 -11.807 -3.3 2.4 -0.3 -0.724
O 30.475 -6.376 -8.864 0.0 0.3 -0.8 -0.746
O 29.348 -11.468 -8.688 -1.0 -1.1 -0.4 -0.781
N 28.119 -7.279 -9.937 1.6 4.2 2.8 -0.836
N 26.805 -8.406 -11.115 -5.2 -3.0 -3.9 -0.789
C 30.670 -7.743 -8.666 3.1 -1.4 0.9 -0.312
C 27.690 -8.997 -6.592 -1.6 -0.5 -1.5 -0.264
C 27.640 -3.646 -9.618 1.3 -0.5 2.3 -0.642
C 32.155 -3.050 -6.932 -3.0 -1.9 0.1 -0.239
C 30.619 -4.666 -11.727 0.1 -2.3 0.9 -0.236
C 27.853 -8.442 -10.414 7.5 -5.4 2.0 0.765
C 31.567 -8.494 -3.830 -1.4 -3.7 0.5 -0.248
C 30.235 -11.326 -7.602 0.0 1.8 -2.8 -0.224
C 30.751 -5.466 -4.952 -0.3 0.8 -1.2 -0.257
C 28.779 -3.428 -8.580 2.0 0.8 -2.0 -0.067
H 31.621 -7.976 -8.103 -0.6 0.6 -0.4 0.184
H 29.367 -5.995 -6.250 0.8 -0.3 0.3 0.484
H 28.087 -4.545 -7.187 -1.0 0.0 0.6 0.459
H 30.020 -5.471 -11.305 0.3 -0.6 0.0 0.160
H 30.549 -4.540 -5.526 0.9 0.3 1.4 0.184
H 31.407 -4.508 -11.000 0.5 0.1 -0.2 0.179
H 28.869 -3.854 -11.875 1.9 0.6 -0.1 0.463
H 32.541 -8.191 -3.941 2.6 0.7 0.0 0.159
H 31.186 -11.680 -7.996 0.6 0.2 0.7 0.155
H 29.157 -10.637 -9.168 0.2 -0.3 0.4 0.504
H 33.014 -1.382 -6.851 -0.3 1.8 0.8 0.467
H 32.144 -4.105 -7.449 0.9 2.0 1.1 0.179
H 30.951 -4.983 -12.697 0.7 -0.2 -0.5 0.161
H 29.716 -3.612 -9.164 -0.6 0.8 0.2 0.195
H 28.610 -8.735 -6.108 0.2 -0.5 0.9 0.197
H 26.339 -10.325 -6.910 0.8 -0.4 0.5 0.458
H 26.690 -3.617 -9.084 -0.3 -0.1 -0.5 0.204
H 28.916 -2.414 -8.092 -0.8 -0.8 -0.7 0.168
H 29.938 -11.867 -6.762 -0.6 -0.9 1.4 0.172
H 31.998 -3.125 -5.844 0.4 -0.5 -0.2 0.155
H 30.196 -10.249 -7.422 0.9 -0.1 0.9 0.145
H 27.889 -4.595 -10.114 -0.5 0.2 0.3 0.197
H 31.482 -9.408 -3.161 0.7 1.1 -0.6 0.182
H 29.085 -7.094 -9.547 -2.3 0.4 -0.4 0.457
H 30.909 -8.103 -9.670 -0.9 -0.8 0.3 0.219
H 30.304 -5.469 -3.961 -0.5 -0.1 0.0 0.171
H 29.930 -8.264 -8.037 -0.3 0.3 -1.0 0.190
H 27.788 -2.870 -10.308 -0.4 1.2 -1.1 0.230
H 30.652 -5.932 -8.057 -0.1 0.8 1.3 0.493
H 27.886 -8.881 -7.659 0.2 0.0 -0.2 0.167
H 26.520 -9.245 -11.637 0.1 0.7 0.7 0.419
H 30.856 -8.315 -5.652 -0.4 1.6 -0.9 0.479
H 26.131 -7.673 -10.983 0.0 -0.1 -0.3 0.387
H 31.184 -2.646 -7.274 0.1 0.0 -0.1 0.147
H 31.033 -7.772 -3.283 -1.3 1.3 0.0 0.156
H 27.356 -6.558 -9.926 1.8 -0.9 0.0 0.373
H 31.806 -5.719 -4.802 -0.2 0.3 -0.4 0.191
H 26.872 -8.294 -6.386 0.4 0.2 0.4 0.146



85
Properties=species:S:1:pos:R:3:forces:R:3:lowdin_spin:R:1 method="wB97M-V/def2-TZVPD" orbital_gap_ev="7.9 / 7.9" e_lumo_ev="-2.65 / -2.70" charge=+1 e_homo_ev="-10.54 / -10.55" s2=2.02 multiplicity=3 energy_ha=-4148.7193
V 0.548 -0.155 0.122 0.4 0.4 -0.2 1.970
S -1.973 -0.900 -0.232 -0.1 0.1 -0.1 0.005
S 0.942 0.743 2.194 0.0 -0.1 -0.2 -0.035
S -1.987 2.500 -0.057 0.0 0.1 -0.3 0.002
O -1.826 1.934 1.309 0.2 -0.1 0.1 0.007
O -0.689 -1.690 0.193 0.2 0.2 0.0 0.012
O 0.647 0.642 -1.554 -0.1 -0.3 0.4 0.004
N 2.577 -0.349 0.127 -0.3 -0.1 0.0 -0.011
N 3.247 -0.455 1.331 0.0 0.0 0.0 0.006
N 3.057 -0.071 3.565 0.0 0.0 0.0 -0.003
C -2.970 -1.446 -2.650 0.0 0.0 0.0 0.000
C 2.544 0.003 2.319 0.0 0.0 0.2 0.004
C -3.923 0.216 1.160 0.0 0.0 0.0 0.001
C -6.214 -0.702 -0.316 0.0 0.0 0.0 0.000
C -3.740 -2.161 -3.552 0.0 0.0 0.0 0.000
C -4.905 1.833 -2.716 0.0 0.0 0.0 0.000
C -6.000 1.119 4.715 0.0 0.0 0.0 0.000
C 1.511 0.345 -2.530 0.0 0.0 0.0 0.008
C 1.114 0.547 -3.854 0.1 0.0 0.0 -0.002
C 3.309 -0.349 -0.933 -0.1 0.0 0.0 0.025
C -2.517 4.193 0.080 -0.1 -0.1 0.2 0.000
C 2.807 -0.148 -2.267 0.0 0.0 -0.1 0.000
C -2.948 -0.746 1.227 -0.1 -0.1 0.0 0.001
C -5.274 -4.075 -4.123 0.0 0.0 0.0 0.000
C 3.264 -0.213 -4.645 0.1 0.0 0.0 -0.002
C -5.721 0.824 -2.143 0.0 0.0 0.0 0.000
C -3.271 6.852 0.342 0.0 0.0 0.0 0.000
C -4.639 0.529 2.344 0.0 -0.1 0.0 0.000
C -2.894 -1.893 -1.339 0.0 -0.1 0.1 -0.001
C -5.664 1.507 2.360 0.0 0.0 0.0 0.000
C -6.836 0.304 -2.840 0.0 0.0 0.0 0.000
C -3.275 -1.118 3.548 0.0 0.0 0.0 0.000
C -7.606 -0.679 -2.287 0.0 0.0 0.0 0.000
C -4.423 -3.307 -3.155 0.0 0.0 0.0 0.000
C 1.979 0.269 -4.892 -0.1 0.0 0.0 0.004
C -5.016 0.174 4.728 0.0 0.0 0.0 0.000
C -6.327 1.793 3.518 0.0 0.0 0.0 0.000
C -3.832 2.322 -2.041 0.0 0.0 -0.1 0.000
C -2.299 6.478 -0.582 0.0 0.0 0.0 0.000
C 3.669 -0.406 -3.345 0.0 0.0 0.0 0.005
C -3.564 -3.035 -0.911 0.0 0.0 0.0 0.000
C -1.910 5.154 -0.711 0.0 0.0 0.0 0.000
C -4.260 0.845 -0.157 0.0 0.0 0.0 0.000
C -3.671 8.293 0.482 0.0 0.0 0.0 0.000
C -7.288 -1.185 -1.011 0.0 0.0 0.0 0.000
C -3.484 4.538 1.015 0.0 0.0 0.0 0.000
C -4.316 -3.737 -1.829 0.0 0.0 0.0 0.000
C -3.514 1.834 -0.751 0.0 0.0 0.0 0.000
C -2.587 -1.417 2.409 0.0 0.1 0.0 0.000
C -5.400 0.322 -0.860 0.0 0.0 0.0 0.000
C -4.309 -0.148 3.544 0.0 0.0 0.0 0.000
C -3.852 5.866 1.140 0.0 0.0 0.0 0.000
H -4.601 6.148 1.870 0.0 0.0 0.0 0.000
H -5.153 2.212 -3.700 0.0 0.0 0.0 0.000
H 4.379 -0.483 -0.793 0.0 0.0 0.0 0.000
H 3.937 -0.425 -5.464 0.0 0.0 0.0 0.000
H -2.814 8.909 0.756 0.0 0.0 0.0 0.000
H 4.668 -0.769 -3.134 0.0 0.0 0.0 0.000
H -5.317 -3.587 -5.094 0.0 0.0 0.0 0.000
H -5.989 -1.104 0.663 0.0 0.0 0.0 0.000
H -1.135 4.873 -1.415 0.0 0.0 0.0 0.000
H -4.063 8.681 -0.459 0.0 0.0 0.0 0.000
H -4.849 -4.626 -1.514 0.0 0.0 0.0 0.000
H -3.822 -1.817 -4.575 0.0 0.0 0.0 0.000
H -3.027 -1.614 4.478 0.0 0.0 0.0 0.000
H -5.919 2.022 1.442 0.0 0.0 0.0 0.000
H -6.292 -4.170 -3.741 0.0 0.0 0.0 0.000
H 2.609 0.414 4.320 0.0 0.0 0.0 0.000
H 1.656 0.438 -5.911 0.0 0.0 0.0 0.000
H -3.217 3.097 -2.482 0.0 0.0 0.0 0.000
H -4.883 -5.084 -4.263 0.0 0.0 0.0 0.000
H -4.436 8.420 1.245 0.0 0.0 0.0 0.000
H -4.758 -0.342 5.644 0.0 0.0 0.0 0.000
H -6.535 1.358 5.624 0.0 0.0 0.0 0.000
H -3.922 3.775 1.647 0.0 0.0 0.0 0.000
H -1.770 -2.125 2.407 0.0 0.0 0.0 0.000
H -7.110 2.540 3.523 0.0 0.0 0.0 0.000
H -7.069 0.704 -3.819 0.0 0.0 0.0 0.000
H -1.829 7.235 -1.198 0.0 0.0 0.0 0.000
H -2.457 -0.540 -2.949 0.0 0.0 0.0 0.000
H 4.009 -0.378 3.677 0.0 0.0 0.0 0.000
H -7.904 -1.961 -0.575 0.0 0.0 0.0 0.000
H -3.508 -3.351 0.123 0.0 0.0 0.0 0.000
H -8.464 -1.066 -2.821 0.0 0.0 0.0 0.000
H 0.124 0.943 -4.039 0.0 0.0 0.0 0.000



24
Properties=species:S:1:pos:R:3:forces:R:3:nbo_charge:R:1 method="wB97M-V/def2-TZVPD" orbital_gap_ev=6.5 e_lumo_ev=2.90 charge=-1 e_homo_ev=-3.63 energy_ha=-994.6794
P -1.826 1.934 0.371 -0.7 -0.2 -0.5 2.171
F -2.174 -0.351 1.817 -0.4 0.0 0.6 -0.472
O -3.043 2.453 1.126 1.5 -0.6 -1.0 -1.149
O -0.079 0.491 2.011 3.2 1.0 3.5 -0.793
O -0.611 3.079 0.572 -1.0 -0.9 0.6 -1.006
O -1.784 1.604 -1.119 -0.6 0.5 1.0 -1.196
N 0.572 -0.744 -0.385 1.3 -2.0 -0.7 -0.241
C 1.389 -1.299 0.823 -1.7 2.8 0.7 -0.508
C 1.015 0.609 -0.717 3.6 0.7 -1.9 -0.414
C -0.837 -0.719 -0.041 -1.6 0.5 1.4 -0.396
C -1.010 0.346 1.259 -4.3 -0.8 -4.7 0.379
C 0.876 -1.638 -1.628 -0.1 -0.8 1.3 -0.397
H 1.399 -2.551 -1.264 -0.6 0.6 -0.2 0.206
H 0.025 -1.936 -2.268 0.0 0.5 0.9 0.228
H 1.553 -1.089 -2.224 0.8 0.5 -0.7 0.204
H 2.256 0.507 -0.821 -3.2 0.6 0.3 0.164
H -1.522 -0.174 -0.761 1.3 -1.2 0.0 0.308
H 2.429 -1.300 0.568 0.6 0.3 -0.2 0.181
H 0.618 0.759 -1.748 0.3 0.5 1.0 0.227
H 0.938 -0.542 1.705 1.2 -1.1 -1.5 0.345
H -1.127 -1.764 0.199 0.0 0.7 0.1 0.191
H 1.064 -2.264 1.060 -0.7 -1.6 -0.1 0.187
H 0.746 1.448 -0.038 0.1 -1.1 -0.3 0.305
H -0.867 3.142 1.506 0.9 1.0 0.4 0.477